{"formula": "C51H150N24O9P8", "method": "the ωB97M-V functional and the def2-TZVPD basis", "symbols": ["O", "P", "N", "C", "C", "N", "C", "C", "N", "C", "C", "H", "H", "H", "H", "H", "H", "H", "H", "H", "H", "H", "H", "H", "H", "H", "H", "H", "H", "O", "P", "N", "C", "C", "N", "C", "C", "N", "C", "C", "H", "H", "H", "H", "H", "H", "H", "H", "H", "H", "H", "H", "H", "H", "H", "H", "H", "H", "O", "P", "N", "C", "C", "N", "C", "C", "N", "C", "C", "H", "H", "H", "H", "H", "H", "H", "H", "H", "H", "H", "H", "H", "H", "H", "H", "H", "H", "O", "P", "N", "C", "C", "N", "C", "C", "N", "C", "C", "H", "H", "H", "H", "H", "H", "H", "H", "H", "H", "H", "H", "H", "H", "H", "H", "H", "H", "O", "P", "N", "C", "C", "N", "C", "C", "N", "C", "C", "H", "H", "H", "H", "H", "H", "H", "H", "H", "H", "H", "H", "H", "H", "H", "H", "H", "H", "O", "P", "N", "C", "C", "N", "C", "C", "N", "C", "C", "H", "H", "H", "H", "H", "H", "H", "H", "H", "H", "H", "H", "H", "H", "H", "H", "H", "H", "O", "P", "N", "C", "C", "N", "C", "C", "N", "C", "C", "H", "H", "H", "H", "H", "H", "H", "H", "H", "H", "H", "H", "H", "H", "H", "H", "H", "H", "O", "P", "N", "C", "C", "N", "C", "C", "N", "C", "C", "H", "H", "H", "H", "H", "H", "H", "H", "H", "H", "H", "H", "H", "H", "H", "H", "H", "H", "C", "C", "O", "C", "H", "H", "H", "H", "H", "H"], "coordinates": [[3.720, -4.462, -1.042], [2.301, -4.855, -1.394], [2.307, -6.496, -1.607], [1.114, -7.287, -1.777], [3.575, -7.255, -1.589], [1.732, -4.254, -2.844], [1.424, -2.791, -2.768], [2.350, -4.662, -4.110], [1.144, -4.377, -0.289], [1.468, -4.556, 1.132], [-0.275, -4.572, -0.553], [0.205, -6.697, -1.915], [1.018, -8.041, -0.971], [1.120, -7.932, -2.696], [3.596, -8.086, -2.325], [3.779, -7.767, -0.596], [4.402, -6.549, -1.702], [0.875, -2.528, -3.713], [0.801, -2.556, -1.929], [2.337, -2.175, -2.726], [3.382, -4.241, -4.225], [2.402, -5.758, -4.177], [1.750, -4.304, -4.981], [2.449, -4.190, 1.393], [0.806, -4.000, 1.794], [1.357, -5.598, 1.417], [-0.857, -3.882, 0.001], [-0.600, -5.558, -0.339], [-0.506, -4.412, -1.636], [-4.979, 5.895, 4.020], [-4.462, 5.572, 2.625], [-5.512, 4.915, 1.539], [-6.010, 3.633, 1.841], [-6.621, 5.730, 1.110], [-3.224, 4.498, 2.662], [-2.372, 4.326, 1.465], [-2.386, 4.478, 3.851], [-4.110, 6.976, 1.838], [-4.323, 8.228, 2.500], [-3.809, 7.079, 0.411], [-5.212, 2.887, 2.048], [-6.602, 3.325, 0.969], [-6.680, 3.735, 2.674], [-6.326, 6.764, 1.141], [-7.481, 5.593, 1.774], [-6.914, 5.494, 0.048], [-1.509, 4.963, 1.339], [-1.946, 3.299, 1.475], [-2.960, 4.382, 0.554], [-3.066, 4.492, 4.692], [-1.837, 3.590, 3.901], [-1.666, 5.334, 3.922], [-4.551, 7.981, 3.543], [-3.506, 8.903, 2.369], [-5.216, 8.676, 2.028], [-3.762, 6.033, 0.106], [-2.868, 7.549, 0.144], [-4.577, 7.694, -0.086], [-1.643, 2.592, -5.114], [-2.560, 1.409, -5.178], [-3.847, 1.633, -4.094], [-4.153, 2.937, -3.490], [-5.025, 0.722, -4.126], [-1.724, -0.045, -4.986], [-0.398, -0.055, -4.466], [-2.294, -1.412, -5.104], [-3.304, 1.024, -6.667], [-2.522, 0.629, -7.783], [-4.498, 1.803, -6.946], [-3.282, 3.592, -3.379], [-4.390, 2.675, -2.499], [-4.991, 3.516, -3.842], [-5.849, 1.212, -4.759], [-5.391, 0.550, -3.096], [-4.757, -0.239, -4.515], [-0.391, -0.328, -3.401], [0.281, -0.669, -5.105], [0.008, 0.975, -4.553], [-1.538, -2.125, -5.491], [-2.647, -1.818, -4.158], [-3.151, -1.420, -5.770], [-1.772, 1.315, -8.085], [-2.044, -0.309, -7.530], [-3.298, 0.437, -8.571], [-4.300, 2.588, -7.698], [-4.859, 2.332, -6.091], [-5.303, 1.140, -7.334], [-1.574, -2.400, 3.926], [-1.499, -2.827, 5.380], [-0.072, -2.459, 6.114], [0.172, -1.056, 6.414], [1.111, -3.055, 5.633], [-1.583, -4.449, 5.479], [-1.479, -5.154, 6.752], [-1.497, -5.313, 4.260], [-2.647, -2.122, 6.459], [-2.690, -2.283, 7.919], [-3.947, -1.752, 5.842], [-0.561, -0.639, 7.104], [0.252, -0.432, 5.504], [1.168, -0.938, 6.905], [1.744, -2.418, 4.997], [0.915, -3.943, 5.010], [1.771, -3.463, 6.452], [-2.187, -4.855, 7.540], [-1.654, -6.188, 6.461], [-0.466, -5.029, 7.145], [-1.205, -4.726, 3.386], [-0.788, -6.166, 4.394], [-2.434, -5.759, 3.994], [-1.741, -2.680, 8.307], [-2.884, -1.300, 8.365], [-3.484, -2.995, 8.172], [-3.804, -1.610, 4.698], [-4.242, -0.726, 6.212], [-4.750, -2.458, 6.009], [5.405, 3.968, -5.623], [4.566, 3.298, -4.647], [2.940, 3.797, -4.610], [2.680, 5.171, -4.225], [2.070, 3.361, -5.646], [5.195, 3.640, -3.164], [4.388, 3.361, -1.998], [6.223, 4.638, -2.963], [4.458, 1.688, -4.807], [3.523, 0.852, -4.145], [5.619, 0.950, -5.274], [3.100, 5.898, -4.859], [3.162, 5.402, -3.267], [1.615, 5.314, -4.097], [1.058, 3.249, -5.297], [2.367, 2.425, -6.130], [2.028, 4.129, -6.406], [4.371, 4.218, -1.285], [3.375, 2.992, -2.167], [4.840, 2.579, -1.368], [6.726, 4.349, -2.024], [6.976, 4.511, -3.725], [5.930, 5.699, -2.919], [2.749, 1.410, -3.699], [3.013, 0.122, -4.849], [4.080, 0.249, -3.409], [5.247, 0.089, -5.861], [6.112, 0.610, -4.372], [6.290, 1.527, -5.917], [8.628, -2.875, 0.234], [7.309, -2.204, 0.083], [6.677, -2.391, -1.459], [5.481, -1.641, -1.705], [7.322, -3.300, -2.400], [7.309, -0.544, 0.477], [7.944, 0.468, -0.378], [7.498, -0.320, 1.912], [6.228, -2.726, 1.261], [4.968, -2.155, 1.619], [6.227, -4.115, 1.588], [4.702, -2.372, -1.446], [5.456, -1.237, -2.731], [5.428, -0.727, -1.070], [7.157, -2.799, -3.358], [6.840, -4.258, -2.382], [8.367, -3.516, -2.206], [7.714, 1.483, -0.113], [9.022, 0.355, -0.402], [7.566, 0.319, -1.413], [6.784, 0.428, 2.297], [7.298, -1.184, 2.549], [8.430, 0.105, 2.133], [4.215, -2.598, 1.014], [4.888, -2.280, 2.686], [4.871, -1.091, 1.386], [5.590, -4.729, 0.890], [5.800, -4.101, 2.591], [7.226, -4.503, 1.618], [-4.157, -4.103, -0.364], [-4.994, -3.089, 0.340], [-5.377, -3.407, 1.903], [-5.772, -2.361, 2.867], [-5.335, -4.843, 2.329], [-6.433, -2.771, -0.389], [-7.585, -3.587, -0.048], [-6.403, -2.488, -1.816], [-4.246, -1.572, 0.389], [-2.833, -1.522, 0.735], [-4.805, -0.200, 0.021], [-5.588, -2.733, 3.863], [-6.822, -2.110, 2.773], [-5.135, -1.482, 2.657], [-4.700, -4.981, 3.166], [-5.066, -5.463, 1.498], [-6.375, -5.088, 2.521], [-8.419, -3.336, -0.743], [-7.387, -4.641, -0.186], [-7.925, -3.345, 0.971], [-7.382, -2.214, -2.191], [-5.723, -1.603, -1.984], [-5.988, -3.289, -2.410], [-2.552, -1.005, 1.645], [-2.466, -2.519, 0.916], [-2.292, -1.102, -0.094], [-5.884, -0.270, 0.059], [-4.438, 0.123, -0.989], [-4.397, 0.528, 0.767], [2.191, 0.692, -1.111], [1.429, 1.308, -0.006], [0.922, 0.145, 1.065], [1.139, -1.253, 0.926], [0.353, 0.607, 2.346], [0.090, 2.128, -0.572], [-1.116, 1.324, -0.783], [0.473, 2.878, -1.809], [2.300, 2.523, 0.818], [1.662, 3.768, 1.300], [3.369, 1.960, 1.572], [0.137, -1.722, 0.705], [1.558, -1.655, 1.853], [1.761, -1.477, 0.026], [1.115, 1.135, 2.901], [0.137, -0.278, 2.913], [-0.564, 1.156, 2.232], [-1.482, 1.033, 0.221], [-1.683, 2.032, -1.367], [-0.866, 0.460, -1.449], [-0.394, 3.601, -2.029], [1.388, 3.464, -1.721], [0.587, 2.152, -2.659], [2.398, 4.553, 1.433], [1.045, 4.163, 0.462], [1.047, 3.714, 2.222], [3.100, 1.459, 2.533], [4.007, 2.813, 1.814], [3.990, 1.284, 0.987], [2.987, 5.114, 4.639], [1.855, 4.185, 4.856], [1.814, 3.056, 4.389], [0.676, 4.737, 5.687], [3.825, 4.680, 4.115], [3.342, 5.556, 5.587], [2.647, 5.918, 4.007], [0.950, 4.763, 6.781], [-0.183, 4.098, 5.631], [0.432, 5.769, 5.420]], "forces_ev_per_a": [[-1.837, -0.034, 0.057], [2.214, 0.027, -0.175], [0.473, -0.905, -0.215], [-0.294, -1.267, -0.709], [0.103, -0.411, 1.173], [-0.730, 1.112, 0.440], [0.291, -0.392, -1.954], [0.418, 0.194, -0.204], [0.244, 0.117, 0.196], [-0.166, -0.014, -0.023], [0.458, 0.446, -2.021], [0.279, 0.040, 0.443], [-0.269, 0.550, 0.014], [0.464, 0.578, 0.353], [-0.172, 0.783, 0.030], [-0.527, 0.557, -0.792], [-0.156, -0.260, -0.302], [0.439, -0.149, 0.881], [-0.265, 0.019, 0.415], [-0.182, -0.133, 0.040], [-0.654, -0.318, 0.085], [0.034, 0.364, 0.141], [0.240, -0.159, 0.772], [0.528, -0.137, -0.330], [-0.449, 0.225, -0.374], [0.192, -0.385, 0.144], [-0.548, 0.739, 0.673], [-0.398, -1.111, 0.544], [0.287, -0.009, 0.853], [0.900, -0.851, -2.075], [-1.318, 1.653, 2.201], [0.586, 0.359, -0.525], [0.076, -2.020, -0.414], [-0.312, 0.403, -1.021], [1.888, -0.164, -0.882], [-0.615, -1.743, -0.263], [-0.896, 1.733, 0.507], [1.384, 0.523, -0.542], [-1.470, -0.348, 0.205], [-0.489, -0.687, 0.557], [-0.574, 0.538, -0.103], [0.110, -0.422, 0.202], [-0.512, -0.515, 0.735], [-0.123, 0.469, -0.044], [-0.057, 0.033, -0.110], [0.216, 0.034, 1.017], [0.150, 0.799, 0.458], [-0.258, 0.435, 0.107], [-0.120, -0.049, 0.005], [0.110, 0.230, 0.426], [0.924, -1.539, -0.177], [-0.604, -0.471, -0.163], [0.170, 0.602, -0.153], [0.740, 0.456, 0.124], [0.128, 0.312, 0.326], [-0.328, 0.534, -0.912], [0.436, 0.124, 0.491], [-0.068, -0.534, -0.090], [-0.718, -1.077, 0.077], [0.336, -0.129, -0.814], [-0.210, -0.546, -0.993], [1.354, -0.405, 0.368], [-0.320, 1.742, 0.089], [-1.200, -0.518, -0.306], [1.297, 1.252, 0.060], [0.076, 0.551, -0.150], [-0.691, 1.428, 3.001], [-1.464, -1.523, -0.726], [-0.123, -0.045, -1.671], [-0.021, -0.335, -0.608], [-0.596, -0.088, 1.642], [-0.398, -0.058, -0.948], [0.892, -0.978, 0.976], [0.058, 0.280, -0.424], [0.137, -0.415, -0.449], [0.419, -0.315, -0.279], [-0.521, 0.017, 0.657], [-0.200, -0.551, 0.224], [-0.226, 0.559, 0.083], [0.110, 0.071, 0.375], [-0.016, 0.113, -0.229], [0.591, 0.944, -0.499], [0.244, -0.280, -0.252], [1.155, 0.101, 0.133], [-0.064, -0.306, 0.062], [-0.134, 0.129, 0.530], [0.350, 0.411, 0.155], [-0.467, -0.235, 2.040], [-0.984, 1.186, -1.264], [-0.286, 1.385, 1.065], [0.962, 0.887, 0.463], [2.059, -2.318, -0.467], [-0.371, -1.326, -0.932], [0.218, -0.113, -0.405], [0.785, 0.265, 0.419], [0.216, -0.423, -1.645], [0.328, -0.121, -0.720], [1.231, 1.834, -1.424], [-0.119, -0.045, -0.218], [-0.307, -0.209, 0.202], [-0.705, -0.341, -0.189], [-0.340, 0.199, 0.199], [-0.201, 0.261, 0.161], [-0.579, 0.658, -0.485], [0.045, -0.014, -0.561], [0.038, -0.195, 0.691], [-0.007, -0.255, 0.190], [0.147, 0.069, 0.294], [-0.229, 0.816, 0.111], [-0.824, -0.219, 0.141], [-0.257, 0.260, -0.220], [-0.075, -0.225, 0.133], [-0.015, 0.187, 0.246], [-0.092, -0.434, 2.016], [0.103, -1.098, -0.163], [-0.125, -0.312, 0.250], [1.061, 0.400, -1.512], [-1.244, 0.984, 0.526], [1.385, -0.521, 0.996], [0.333, -0.772, 1.722], [-0.396, -0.275, -1.111], [-1.064, 0.578, 0.620], [0.443, -0.291, 1.908], [0.811, -0.627, 0.534], [0.017, 0.060, -1.440], [0.007, -1.935, -0.483], [-0.448, -0.215, -0.329], [0.298, 0.917, -1.495], [-0.176, -0.290, 0.140], [-0.296, 0.102, -0.088], [-0.617, -0.178, 0.379], [0.156, 0.191, 0.270], [-0.035, 0.198, -0.689], [-0.321, -0.141, -0.717], [0.159, 0.295, -0.392], [0.122, -0.137, -0.201], [-0.138, 0.419, -0.125], [0.126, 0.212, -0.411], [-0.331, -0.326, -0.001], [-0.778, 0.587, 0.840], [0.631, 0.652, 0.442], [-0.604, 0.099, 0.156], [0.311, 0.204, 0.290], [0.693, -0.459, -0.003], [-0.221, 0.141, 0.315], [-0.676, -0.064, -0.244], [0.486, 0.334, 0.191], [2.750, 0.931, 2.347], [-0.738, -0.160, -0.232], [-1.028, 0.869, -0.339], [-0.223, -0.412, 0.254], [-0.478, -1.510, -1.074], [-1.804, 0.555, 0.293], [1.107, 0.483, -1.163], [0.421, 1.479, -0.708], [-0.742, -0.698, -0.192], [-0.806, 0.891, -0.611], [-0.188, -0.578, 0.101], [0.005, -0.804, -0.150], [0.418, -0.522, -0.357], [-0.560, -0.635, -0.267], [0.139, 0.647, 0.244], [-0.390, 0.398, 0.538], [0.372, -0.001, 0.033], [0.302, 0.101, 0.515], [-0.117, 0.054, -0.349], [0.422, -0.064, -0.511], [1.763, 0.275, 0.222], [-1.248, -0.804, -0.005], [-0.740, -0.119, 0.502], [0.464, 0.032, 0.106], [0.391, 0.432, 0.636], [-0.016, -0.879, 0.177], [0.514, -0.247, -0.021], [-0.519, 0.200, 0.814], [1.605, 1.338, -0.314], [0.706, -1.229, 0.316], [0.754, -0.531, -1.116], [-1.769, 1.803, -0.838], [-1.210, 0.493, -0.884], [-0.832, 0.548, 0.137], [1.506, 1.578, -0.166], [-0.710, 1.373, -0.233], [-0.198, -0.662, -0.235], [1.440, -1.453, 0.475], [0.080, -0.029, 0.269], [-0.299, 0.190, -0.012], [-0.460, -0.255, 0.312], [0.568, -0.189, 0.838], [0.606, -0.164, -0.421], [-0.135, -0.493, 0.688], [0.550, -0.067, 0.545], [-0.031, -0.525, 0.219], [0.128, -0.429, -0.293], [-0.201, 0.005, 0.100], [-0.648, -0.823, 0.034], [0.008, -0.513, -0.189], [-0.467, 0.564, 0.357], [0.115, -0.504, -0.169], [0.530, 0.199, -0.411], [-0.182, 0.279, -0.065], [-0.329, -0.287, 0.686], [-0.542, -0.482, -0.502], [0.487, -0.304, -0.045], [0.354, 0.071, 0.048], [-0.102, 2.256, 0.403], [-0.877, -1.063, -1.479], [0.932, -0.904, -0.552], [0.911, 0.631, -0.072], [1.465, 0.023, -0.195], [-1.876, 0.050, -0.500], [-2.044, -0.494, -0.493], [-0.570, 0.013, -1.052], [1.243, 0.463, 1.203], [0.847, -0.126, 0.475], [0.087, -0.202, -0.231], [-0.173, 0.249, 0.924], [-0.126, 0.609, 0.249], [-0.392, -0.487, 0.366], [-0.376, 0.531, -0.053], [-0.341, 0.042, -0.955], [-1.305, -0.270, 0.115], [-0.533, 0.252, 0.638], [1.255, -0.984, 0.084], [-0.050, -0.181, 0.280], [-0.083, 0.804, 0.560], [0.560, -0.116, 0.252], [0.135, -0.408, 0.745], [0.313, -0.335, -0.537], [-0.012, 0.299, -0.565], [0.331, -0.151, 0.329], [-0.205, -0.127, -0.232], [0.771, 0.443, 0.394], [-1.211, -1.035, 0.233], [0.110, 0.951, 0.541], [1.128, 0.132, 0.975], [0.141, -0.490, 0.006], [-0.255, -0.140, -0.364], [-0.309, 0.569, -0.141], [0.034, 0.007, -1.025], [-0.383, -0.308, -0.317], [0.020, -0.172, -0.086]], "molar_mass_g_mol": 1491.71, "homo_energy_ev": -7.63, "largest_force_ev_per_a": 3.7, "e_tot_ev": -183830.3234, "gap_ev": 7.9}